Density functional theory data (the ωB97M-V functional and the def2-TZVPD basis) for a 2-piece molecular cluster, C9H11FN2O3PS overall in a non-equilibrium geometry.

```
28
Properties=species:S:1:pos:R:3
O -1.6446 1.7862 -2.7325
P -0.7105 2.9465 -2.3960
O 0.4975 3.2529 -3.5446
O -1.6625 4.3728 -2.2496
C 0.1087 2.7018 -0.7142
C 0.0682 1.4654 0.2181
N 0.8548 1.9888 1.3259
S 1.1331 1.0325 2.7623
C 1.3866 3.3272 1.1917
N 0.9082 3.7519 -0.0963
H 1.2380 2.6385 -3.3303
H -2.0121 4.4157 -1.3206
H -0.4402 0.4508 0.0565
H 0.0281 1.3621 3.5655
H 2.0420 3.9162 1.9287
H 1.0896 4.6578 -0.5504
F -1.6365 -1.3606 0.3900
C -0.9398 -2.5143 0.4403
C 0.2507 -2.6217 -0.2614
C 0.9719 -3.8101 -0.2054
C 0.4884 -4.8802 0.5431
C -0.7111 -4.7621 1.2396
C -1.4270 -3.5705 1.1927
H 0.6073 -1.7806 -0.8459
H 1.9086 -3.9026 -0.7445
H 1.0492 -5.8084 0.5828
H -1.0884 -5.5981 1.8187
H -2.3582 -3.4579 1.7357
```

Its HOMO energy is -11.7 eV. The lowest unoccupied orbital energy comes out at -0.1703 hartree. Its total charge is +1. The gap between HOMO and LUMO comes out at 7.1 eV.

=====

Density functional theory data (the ωB97M-V functional and the def2-TZVPD basis) for one molecule with the formula C9H9NO in a non-equilibrium geometry.

```
20
Properties=species:S:1:pos:R:3
C -1.8668 2.0831 -0.3308
C -0.6400 2.0699 0.3773
C -2.5020 0.9412 -0.5889
C 0.0563 0.9560 0.5734
C -1.8209 -0.3642 -0.2348
C -0.2222 -0.2593 -0.1106
C -2.9069 -1.0626 0.2442
C 2.6709 -1.8730 0.4157
C 2.1292 -0.8123 -0.5627
N 0.6927 -0.9965 -0.6751
O -3.8780 -1.6609 0.4844
H -2.2863 3.1074 -0.6121
H -0.1535 2.9614 0.9009
H -3.5304 0.8335 -1.1274
H 0.9991 0.9326 1.2390
H 2.2850 -1.4563 1.3678
H 2.3755 -2.8697 -0.0195
H 3.7746 -1.6661 0.3591
H 2.2615 0.2924 -0.1806
H 2.5620 -1.1567 -1.5193
```

Its HOMO energy (spin up / spin down) is -8.3 / -8.3 eV. The lowest unoccupied orbital energy (spin up / spin down) comes out at -0.0040 / -0.0040 hartree. The energy above the lowest of the compared OMol25 structures with the same formula, charge and spin comes out at 114.98 kcal per mole. Its total charge is 0. The gap between HOMO and LUMO (spin up / spin down) comes out at 8.2 / 8.2 eV.